(1)
Molecular formula: C3H4BrCl
Method: DFT, the ωB97M-V functional and the def2-TZVPD basis

Structure (ORCA input):
```
! wB97M-V def2-TZVPD RIJCOSX def2/J DEFGRID3
* xyz 0 1
C -0.885 0.783 -0.317
C 0.369 0.507 -0.633
C 1.095 -0.738 -0.268
Cl 1.099 -1.862 -1.675
Br 1.387 1.736 -1.682
H -1.367 1.693 -0.625
H -1.468 0.092 0.268
H 2.140 -0.545 -0.023
H 0.598 -1.256 0.551
*
```

Computed properties:
**E_LUMO**: 0.803 eV
**Max |F|**: 0.30 eV/Å
**Relative energy (zero: lowest compared OMol25 entry of this formula, charge and spin)**: 0.000 eV
**SMILES**: C=C(Br)CCl
**E_tot**: -85740.194 eV

=====

(2)
Molecular formula: C3H4Cl3O2P
Method: DFT, the ωB97M-V functional and the def2-TZVPD basis

Structure (ORCA input):
```
! wB97M-V def2-TZVPD RIJCOSX def2/J DEFGRID3
* xyz 0 1
C 0.699 0.215 1.744
C -0.046 -0.938 -0.864
C -1.924 0.473 -0.526
O 0.997 -1.272 -1.298
O -0.638 0.160 -1.064
P 1.959 0.401 0.724
Cl -1.039 -2.196 0.123
Cl 1.901 1.829 -0.692
Cl 3.898 -0.370 0.615
H 1.051 -0.110 2.703
H -2.273 1.537 -1.007
H -1.876 0.528 0.527
H -2.710 -0.257 -0.985
*
```

Computed properties:
**E_LUMO (spin up / spin down)**: -0.864 / -0.864 eV
**Max |F|**: 4.71 eV/Å
**Relative energy (zero: lowest compared OMol25 entry of this formula, charge and spin)**: 0.192 eV
**SMILES**: C#P(Cl)Cl.COC(=O)Cl
**E_tot**: -54123.774 eV

=====

(3)
Molecular formula: C3H6P2
Method: DFT, the ωB97M-V functional and the def2-TZVPD basis

Structure (ORCA input):
```
! wB97M-V def2-TZVPD RIJCOSX def2/J DEFGRID3
* xyz 0 1
C -0.904 0.496 -0.534
C 1.066 -0.134 0.803
C 0.340 -0.473 -0.488
P -2.563 -0.155 -1.221
P -2.149 0.255 0.813
H -0.597 1.520 -1.021
H 1.294 0.948 0.864
H 1.888 -0.815 0.863
H 0.503 -0.099 1.727
H 0.205 -1.477 -0.450
H 0.916 -0.066 -1.358
*
```

Computed properties:
**E_LUMO**: -1.005 eV
**Max |F|**: 5.60 eV/Å
**Relative energy (zero: lowest compared OMol25 entry of this formula, charge and spin)**: 1.005 eV
**E_tot**: -21783.432 eV

=====

(4)
Molecular formula: C22H26F2IrN3Si2
Method: DFT, the ωB97M-V functional and the def2-TZVPD basis

Structure (ORCA input):
```
! wB97M-V def2-TZVPD RIJCOSX def2/J DEFGRID3
* xyz 0 1
Ir 0.447 0.557 -0.613
C -1.534 3.513 0.578
Si -1.511 1.887 -0.398
C -2.114 2.407 -2.116
C -2.872 0.827 0.401
C -4.142 1.355 0.670
C -5.133 0.580 1.251
C -4.872 -0.747 1.579
C -3.620 -1.281 1.322
C -2.608 -0.507 0.736
Si -0.896 -1.225 0.396
C -0.222 -1.914 2.022
C -1.107 -2.724 -0.739
H -2.398 4.099 0.256
H -0.636 4.105 0.389
H -1.630 3.367 1.656
H -3.050 2.964 -2.004
H -2.305 1.570 -2.790
H -1.388 3.076 -2.588
H -4.360 2.391 0.426
H -6.110 1.005 1.452
H -5.645 -1.358 2.029
H -3.424 -2.318 1.582
H -0.867 -2.718 2.389
H -0.165 -1.148 2.801
H 0.783 -2.329 1.887
H -1.735 -3.479 -0.253
H -0.142 -3.189 -0.960
H -1.584 -2.459 -1.686
C 3.349 -3.169 -3.708
C 2.177 -2.429 -3.781
C 1.806 -1.620 -2.721
C 2.600 -1.548 -1.589
C 3.776 -2.284 -1.512
C 4.147 -3.092 -2.572
N 2.152 -0.703 -0.521
N 2.896 -0.631 0.480
C 2.390 0.251 1.416
C 3.101 0.445 2.593
C 2.582 1.267 3.565
C 1.352 1.878 3.341
C 0.715 1.684 2.137
N 1.221 0.895 1.177
H 3.642 -3.800 -4.536
H 1.552 -2.481 -4.663
H 0.890 -1.037 -2.771
H 4.384 -2.206 -0.622
H 5.064 -3.664 -2.514
H 4.051 -0.057 2.701
H 3.118 1.440 4.488
H 0.892 2.501 4.094
H -0.225 2.151 1.913
F 2.927 2.057 -1.154
C 1.562 2.175 -1.419
F 1.240 3.452 -0.981
H 1.479 2.218 -2.516
*
```

Computed properties:
**E_LUMO (spin up / spin down)**: -1.446 / -1.445 eV
**Max |F|**: 2.01 eV/Å
**Relative energy (zero: lowest compared OMol25 entry of this formula, charge and spin)**: 0.065 eV
**E_tot**: -51735.726 eV

=====

(5)
Molecular formula: C5H8N2
Method: DFT, the ωB97M-V functional and the def2-TZVPD basis

Structure (ORCA input):
```
! wB97M-V def2-TZVPD RIJCOSX def2/J DEFGRID3
* xyz 0 1
N -1.028 -1.390 0.910
C 0.024 -0.608 1.465
C 1.307 -0.464 0.844
N 1.385 -1.200 1.860
C -0.626 1.408 -0.640
C -0.256 0.493 -1.763
C 0.488 1.683 -1.234
H -1.507 -1.929 1.624
H -0.697 -2.024 0.192
H -0.353 0.169 2.129
H -1.358 1.599 0.128
H 0.098 -0.523 -1.543
H -0.793 0.557 -2.712
H 1.380 2.285 -1.316
H 1.935 -0.055 0.056
*
```

Computed properties:
**E_LUMO**: 1.176 eV
**Max |F|**: 0.42 eV/Å
**Relative energy (zero: lowest compared OMol25 entry of this formula, charge and spin)**: 5.106 eV
**SMILES**: N[C@@H]1C=N1.C1=CC1
**E_tot**: -8289.891 eV

=====

(6)
Molecular formula: C25H26F5N3O6
Method: DFT, the ωB97M-V functional and the def2-TZVPD basis

Structure (ORCA input):
```
! wB97M-V def2-TZVPD RIJCOSX def2/J DEFGRID3
* xyz 0 1
F 2.542 -3.814 1.220
C 3.765 -4.379 0.694
F 3.644 -5.799 0.946
F 3.873 -4.197 -0.707
C 4.982 -3.797 1.554
C 5.757 -2.561 0.882
C 4.811 -1.422 0.274
C 4.948 -0.800 -1.170
C 3.990 0.340 -1.635
C 2.830 0.910 -0.708
N 2.031 1.972 -1.261
C 1.023 2.314 -0.307
C 0.800 1.674 1.096
C -0.425 2.145 2.044
C -1.473 0.887 2.089
C -2.573 1.219 0.930
C -3.857 0.258 0.972
N -3.630 -1.110 0.424
C -4.728 -2.037 0.647
C -4.401 -3.452 0.092
C -2.974 -3.187 -0.500
C -2.520 -1.704 -0.296
N 1.649 0.652 1.618
C 2.681 0.264 0.691
C 3.675 -0.875 1.171
H 5.714 -4.675 1.741
H 4.544 -3.443 2.558
H 6.503 -2.905 0.086
H 6.368 -2.056 1.727
H 5.750 -1.173 -1.894
H 4.122 0.765 -2.698
H 0.293 3.157 -0.615
H -0.018 2.355 3.110
H -0.914 3.118 1.698
H -0.872 -0.033 1.757
H -1.964 0.765 3.120
H -2.098 1.317 -0.111
H -2.960 2.280 1.195
H -4.207 0.183 2.059
H -4.691 0.782 0.379
H -5.638 -1.647 1.210
H -5.047 -4.385 0.135
H -2.373 -4.024 -1.002
H -1.558 -1.173 -0.589
H 3.553 -1.308 2.235
C -4.024 6.326 2.390
C -4.014 5.751 1.010
O -3.901 4.361 1.238
C -4.495 4.144 2.447
O -4.829 3.067 2.848
O -4.667 5.305 3.140
F -2.925 6.164 0.319
H -3.017 6.488 2.787
H -4.579 7.264 2.447
H -4.920 5.956 0.431
C 0.875 -2.447 -4.091
C 1.719 -1.213 -4.076
O 1.584 -0.712 -5.390
C 0.351 -1.117 -5.807
O -0.221 -0.663 -6.755
O -0.153 -2.100 -5.007
F 3.021 -1.517 -3.863
H 1.414 -3.322 -4.465
H 0.463 -2.682 -3.109
H 1.394 -0.455 -3.358
*
```

Computed properties:
**E_LUMO**: -0.995 eV
**Max |F|**: 6.57 eV/Å
**SMILES**: FC(F)(F)CCc1ccc2ncc(CCCCn3cccc3)nc2c1.O=C1OC[C@@H](F)O1.O=C1OC[C@@H](F)O1
**E_tot**: -56680.598 eV

=====

(7)
Molecular formula: C13H13F2N2O2W
Method: DFT, the ωB97M-V functional and the def2-TZVPD basis

Structure (ORCA input):
```
! wB97M-V def2-TZVPD RIJCOSX def2/J DEFGRID3
* xyz 3 1
W 0.420 -1.193 -1.338
C -3.418 -2.143 -2.878
C -2.454 -1.754 -1.837
O -1.177 -1.639 -2.246
C -2.800 -1.540 -0.503
C -1.969 -0.958 0.455
C -2.322 -0.717 1.866
N -0.797 -0.482 -0.053
N 0.499 -0.384 0.502
C 1.207 0.748 -0.091
O 1.258 0.521 -1.440
C 1.825 1.758 0.566
C 2.585 2.736 -0.173
C 3.174 3.762 0.502
C 3.041 3.834 1.902
C 2.318 2.882 2.647
C 1.717 1.845 2.001
H -2.980 -2.116 -3.872
H -4.306 -1.508 -2.828
H -3.759 -3.166 -2.664
H -3.816 -1.780 -0.217
H -3.276 -1.174 2.115
H -2.378 0.360 2.055
H -1.536 -1.120 2.514
H 2.669 2.657 -1.249
H 3.742 4.516 -0.024
H 3.519 4.652 2.429
H 2.255 2.975 3.723
H 1.174 1.087 2.550
F 2.426 -2.471 -0.884
C 1.307 -3.067 -1.379
F 0.415 -3.093 -0.274
H 1.439 -4.026 -1.877
*
```

Computed properties:
**E_LUMO**: -13.520 eV
**Max |F|**: 0.35 eV/Å
**Relative energy (zero: lowest compared OMol25 entry of this formula, charge and spin)**: 0.000 eV
**E_tot**: -27992.839 eV

=====

(8)
Molecular formula: C2H9N3O
Method: DFT, the ωB97M-V functional and the def2-TZVPD basis

Structure (ORCA input):
```
! wB97M-V def2-TZVPD RIJCOSX def2/J DEFGRID3
* xyz 0 1
N 0.524 1.342 1.162
C 1.428 0.387 1.154
N 1.350 -0.997 1.098
H -1.306 -0.036 0.502
H 0.972 2.206 0.835
H 2.398 0.750 1.300
H 2.295 -1.477 1.058
H 0.602 -1.528 0.789
N -0.226 0.437 -1.771
C -1.395 -0.329 -1.379
O -1.665 -0.767 -0.019
H 0.566 -0.002 -1.285
H -0.301 1.384 -1.402
H -1.427 -1.281 -1.960
H -2.222 0.303 -1.762
*
```

Computed properties:
**E_LUMO**: 0.696 eV
**Max |F|**: 3.98 eV/Å
**Relative energy (zero: lowest compared OMol25 entry of this formula, charge and spin)**: 1.704 eV
**SMILES**: [H]/N=C/N.NCO
**E_tot**: -8736.736 eV

=====

(9)
Molecular formula: C19H41NO18PS4
Method: DFT, the ωB97M-V functional and the def2-TZVPD basis

Structure (ORCA input):
```
! wB97M-V def2-TZVPD RIJCOSX def2/J DEFGRID3
* xyz 1 1
C 5.556 -0.658 1.559
C 4.116 -0.949 1.854
O 3.581 -0.810 2.920
O 3.409 -1.464 0.793
C 2.475 -0.546 0.210
C 1.497 -1.329 -0.658
C 0.926 -2.601 -0.028
C -0.414 -2.450 0.697
C -0.295 -1.821 2.088
C -1.604 -1.874 2.890
P -2.818 -0.576 2.578
C -4.116 -1.185 1.508
C -2.041 0.961 2.050
C -1.718 1.151 0.553
N -2.899 1.030 -0.295
H 5.714 -0.460 0.499
H 6.158 -1.523 1.850
H 5.875 0.198 2.154
H 1.958 -0.017 1.020
H 3.013 0.200 -0.389
H 1.977 -1.573 -1.611
H 0.672 -0.652 -0.918
H 1.641 -3.007 0.693
H 0.784 -3.339 -0.817
H -0.864 -3.443 0.817
H -1.111 -1.871 0.072
H 0.448 -2.378 2.668
H 0.092 -0.799 2.015
H -1.424 -1.875 3.968
H -2.139 -2.805 2.673
H -3.441 -0.278 3.788
H -3.675 -1.850 0.760
H -4.630 -0.360 1.015
H -4.815 -1.760 2.123
H -1.104 1.013 2.621
H -2.677 1.776 2.409
H -1.324 2.167 0.469
H -0.901 0.482 0.261
H -2.941 0.124 -0.750
H -2.865 1.712 -1.043
C 2.454 -2.791 -5.214
C 1.784 -4.051 -5.728
O 0.633 -4.188 -4.871
S 0.057 -2.767 -4.484
O -1.014 -2.410 -5.343
O -0.110 -2.680 -3.076
O 1.345 -1.917 -4.914
H 3.019 -2.970 -4.299
H 3.080 -2.304 -5.955
H 2.395 -4.941 -5.613
H 1.450 -3.950 -6.760
C 0.588 2.408 -5.421
C 0.017 1.247 -4.631
O 0.286 1.611 -3.259
S 0.201 3.189 -3.087
O -1.067 3.556 -2.556
O 1.385 3.622 -2.431
O 0.238 3.559 -4.624
H 1.674 2.360 -5.505
H 0.139 2.523 -6.403
H 0.504 0.298 -4.823
H -1.060 1.154 -4.775
C 2.579 6.812 -1.588
C 3.342 5.838 -0.711
O 4.714 6.103 -1.036
S 4.918 7.659 -1.340
O 5.378 8.330 -0.178
O 5.609 7.775 -2.572
O 3.372 8.007 -1.533
H 2.519 6.464 -2.620
H 1.587 7.043 -1.212
H 3.126 4.801 -0.954
H 3.179 6.026 0.351
C -5.331 -3.644 7.443
C -5.617 -2.156 7.364
O -4.943 -1.758 6.147
S -5.025 -2.928 5.077
O -6.079 -2.690 4.155
O -3.709 -3.137 4.571
O -5.437 -4.081 6.069
H -4.323 -3.854 7.801
H -6.063 -4.194 8.026
H -5.190 -1.590 8.185
H -6.681 -1.943 7.265
*
```

Computed properties:
**E_LUMO**: -2.024 eV
**Max |F|**: 0.62 eV/Å
**E_tot**: -111334.067 eV

=====

(10)
Molecular formula: C14H15Cl2N3O2
Method: DFT, the ωB97M-V functional and the def2-TZVPD basis

Structure (ORCA input):
```
! wB97M-V def2-TZVPD RIJCOSX def2/J DEFGRID3
* xyz 0 1
O -0.841 1.241 1.240
Cl 4.012 -3.156 3.330
Cl 3.022 -1.419 -1.794
N -0.553 3.076 -3.180
N -1.083 3.541 -1.984
O 0.080 -0.442 -1.755
C -0.889 0.430 0.328
C 0.462 2.334 -2.855
C -0.350 3.091 -1.006
C 1.740 -1.896 2.572
C 3.284 -2.258 0.824
C 0.880 -1.281 1.721
C 3.003 -2.345 2.208
C 2.555 -1.477 -0.040
C 1.281 -0.913 0.373
N 0.529 2.127 -1.525
C -3.261 0.606 -0.522
C -2.857 -0.925 1.297
C 0.427 0.049 -0.424
C 1.372 1.286 -0.734
C -2.220 -0.373 -0.002
H 0.869 -0.894 -2.056
H 1.185 1.839 -3.565
H -0.400 3.262 0.055
H 1.280 -2.224 3.495
H 4.019 -2.892 0.381
H -0.063 -1.110 2.195
H -2.908 0.980 -1.488
H -3.328 1.311 0.274
H -4.270 0.165 -0.705
H -2.060 -1.570 1.764
H -3.641 -1.587 1.207
H -3.117 -0.069 1.927
H 2.341 1.013 -1.128
H 1.630 1.738 0.199
H -2.130 -1.259 -0.627
*
```

Computed properties:
**E_LUMO**: -0.258 eV
**Max |F|**: 4.23 eV/Å
**Relative energy (zero: lowest compared OMol25 entry of this formula, charge and spin)**: 2.578 eV
**SMILES**: CC(C)C(=O)[C@@](O)(Cn1cnnc1)c1ccc(Cl)cc1Cl
**E_tot**: -48369.208 eV

=====

(11)
Molecular formula: C4H8O2
Method: DFT, the ωB97M-V functional and the def2-TZVPD basis

Structure (ORCA input):
```
! wB97M-V def2-TZVPD RIJCOSX def2/J DEFGRID3
* xyz 0 1
C -2.289 -0.521 0.611
C -1.107 0.104 -0.112
O 0.079 0.063 0.671
C 2.143 0.242 -1.154
O 1.482 -0.151 -2.035
C 2.932 0.673 -0.196
H -2.112 -1.587 0.806
H -2.455 -0.022 1.571
H -3.202 -0.442 0.011
H -0.942 -0.380 -1.086
H -1.291 1.165 -0.304
H 2.491 0.938 0.755
H 3.992 0.782 -0.388
H 0.278 -0.865 0.850
*
```

Computed properties:
**E_LUMO**: 0.867 eV
**Max |F|**: 1.05 eV/Å
**Relative energy (zero: lowest compared OMol25 entry of this formula, charge and spin)**: 1.884 eV
**SMILES**: C=C=O.CCO
**E_tot**: -8371.397 eV

=====

(12)
Molecular formula: C17H24B2NaO19
Method: DFT, the ωB97M-V functional and the def2-TZVPD basis

Structure (ORCA input):
```
! wB97M-V def2-TZVPD RIJCOSX def2/J DEFGRID3
* xyz -1 1
Na -0.538 -0.624 0.369
O -5.959 6.642 0.517
C -4.913 6.078 0.593
O -4.663 4.813 0.262
B -3.224 4.564 0.401
O -2.658 5.740 1.041
C -3.594 6.695 1.108
O -3.435 7.803 1.509
O -2.631 4.308 -0.968
C -2.146 3.106 -1.015
O -1.652 2.569 -1.973
C -2.318 2.458 0.373
O -2.920 3.328 1.147
O -1.985 1.348 0.699
O 6.052 -2.692 -2.316
C 5.112 -3.300 -1.907
O 4.238 -2.876 -0.994
B 3.163 -3.864 -0.860
O 3.547 -5.003 -1.684
C 4.687 -4.731 -2.320
O 5.271 -5.449 -3.064
O 2.928 -4.253 0.551
C 1.687 -3.967 0.899
O 1.201 -4.068 1.990
C 0.976 -3.398 -0.347
O 1.855 -3.270 -1.299
O -0.177 -3.052 -0.352
C -0.668 -1.308 4.355
C -1.911 -1.556 3.511
C -2.912 -0.431 3.554
O -1.557 -1.805 2.136
H -0.950 -1.233 5.409
H -0.197 -0.364 4.068
H 0.048 -2.127 4.283
H -2.374 -2.480 3.890
H -2.448 0.518 3.279
H -3.275 -0.326 4.578
H -3.748 -0.646 2.893
H -1.031 -2.617 2.107
C 1.942 1.935 0.839
C 2.351 0.588 0.257
C 3.868 0.491 0.102
O 1.856 -0.484 1.069
H 2.351 2.065 1.843
H 0.855 2.042 0.908
H 2.271 2.743 0.182
H 1.925 0.518 -0.750
H 4.331 0.652 1.087
H 4.232 1.213 -0.620
H 4.158 -0.524 -0.182
H 2.589 -0.795 1.608
C -1.713 -1.391 -3.428
C -0.401 -0.636 -3.258
C -0.171 0.368 -4.359
O -0.383 0.021 -1.976
H -1.781 -1.811 -4.436
H -2.558 -0.722 -3.269
H -1.736 -2.229 -2.732
H 0.417 -1.358 -3.228
H 0.727 0.972 -4.234
H -1.018 1.062 -4.444
H -0.126 -0.110 -5.343
H -0.868 0.864 -2.056
*
```

Computed properties:
**E_LUMO**: 1.812 eV
**Max |F|**: 1.08 eV/Å
**Relative energy (zero: lowest compared OMol25 entry of this formula, charge and spin)**: 0.000 eV
**E_tot**: -62707.715 eV